Entry 1:
# C4H11N3

C4H11N3 in the gas phase (the ωB97M-V functional and the def2-TZVPD basis, OMol25).

```
18
Properties=species:S:1:pos:R:3
N -2.991 -0.148 -0.708
C -1.735 0.460 -0.882
C -0.665 0.404 -0.043
N -0.870 -0.163 1.207
C 0.688 0.913 -0.301
C 1.766 -0.171 -0.337
N 2.640 -0.467 0.850
H -3.032 -0.859 -1.382
H -3.101 -0.581 0.184
H -1.619 0.888 -1.842
H -1.301 0.566 1.799
H -0.193 -0.864 1.623
H 0.698 1.171 -1.440
H 0.948 1.586 0.556
H 1.287 -1.040 -0.705
H 2.430 0.154 -1.107
H 2.143 -0.422 1.763
H 2.907 -1.428 0.765
```

The calculation puts the molecular weight at 101.15 g/mol. The gap between HOMO and LUMO is 8.79 eV. The energy above the lowest of the compared OMol25 structures with the same formula, charge and spin is 2.650 eV. The strongest force on any atom comes out at 0.049 hartree/bohr. As for the charge: 0.

Entry 2:
# C4H11N3

C4H11N3 in the gas phase (the ωB97M-V functional and the def2-TZVPD basis, OMol25).

```
18
Properties=species:S:1:pos:R:3
C -1.207 0.568 -1.876
N -0.369 0.968 -0.757
C -1.086 1.051 0.504
C -0.060 -0.050 0.338
N -0.488 -1.426 0.122
C 1.320 0.180 0.940
N 2.095 -1.067 0.964
H -0.785 -0.273 -2.439
H -2.236 0.298 -1.602
H -1.289 1.404 -2.579
H -2.130 0.756 0.551
H -0.842 1.903 1.134
H 0.195 -2.029 0.594
H -1.394 -1.602 0.542
H 1.795 0.950 0.292
H 1.230 0.592 1.951
H 3.025 -0.863 1.325
H 2.226 -1.360 -0.006
```

The calculation puts the molecular weight at 101.15 g/mol. The gap between HOMO and LUMO is 9.49 eV. The energy above the lowest of the compared OMol25 structures with the same formula, charge and spin is 2.387 eV. The strongest force on any atom comes out at 0.039 hartree/bohr. As for the charge: 0.

Entry 3:
# C4H11N3

A gas-phase ion, C4H11N3 (charge +2) (the ωB97M-V functional and the def2-TZVPD basis, OMol25).

```
18
Properties=species:S:1:pos:R:3
C 1.459 -1.688 -0.688
N 0.382 -0.784 -0.099
C -0.598 -0.340 -1.129
N -1.377 0.614 -0.353
C -0.753 1.190 0.617
N -1.140 2.139 1.366
C 0.822 0.368 0.719
H 1.918 -0.965 -1.463
H 2.364 -1.989 -0.070
H 1.075 -2.608 -1.197
H -0.128 -1.440 0.623
H -1.236 -1.262 -1.394
H -0.197 0.036 -2.013
H -2.292 0.672 -0.753
H -0.704 2.585 2.211
H -2.127 2.371 1.397
H 1.601 0.962 0.436
H 0.932 0.139 1.791
```

The calculation puts the molecular weight at 101.15 g/mol. The gap between HOMO and LUMO is 12.48 eV. The energy above the lowest of the compared OMol25 structures with the same formula, charge and spin is 1.257 eV. The strongest force on any atom comes out at 0.119 hartree/bohr. As for the charge: +2.

Entry 4:
# C4H11N3

A gas-phase ion, C4H11N3 (charge +2) (the ωB97M-V functional and the def2-TZVPD basis, OMol25).

```
18
Properties=species:S:1:pos:R:3
C -1.652 0.291 -1.148
C -0.572 1.160 1.007
C -0.261 0.843 -1.327
C 0.864 -1.533 1.089
N -1.075 1.222 -0.232
N 0.886 -0.042 -0.779
N 0.964 -0.208 0.666
H -2.595 0.642 -1.710
H -1.664 -0.690 -1.002
H -0.071 2.051 1.276
H -1.259 0.864 1.778
H 0.066 1.521 -2.077
H 0.952 -2.247 0.268
H 1.533 -1.753 1.999
H -0.113 -1.590 1.428
H 0.439 -0.982 -1.076
H 1.757 0.195 -1.250
H 1.800 0.257 1.090
```

The calculation puts the molecular weight at 101.15 g/mol. The gap between HOMO and LUMO (alpha / beta) is 7.82 / 6.98 eV. The energy above the lowest of the compared OMol25 structures with the same formula, charge and spin is 5.651 eV. The strongest force on any atom comes out at 0.099 hartree/bohr. As for the charge: +2. As for the spin multiplicity: 3.

Entry 5:
# C4H11N3O

2 unconnected molecules or ions with the total composition C4H11N3O (the ωB97M-V functional and the def2-TZVPD basis, OMol25).

```
19
Properties=species:S:1:pos:R:3
C 1.075 0.453 -0.406
C 1.638 -0.441 -1.464
C 1.961 0.879 0.721
N -1.321 0.455 0.007
C -1.006 -0.688 0.568
N -2.704 0.764 -0.048
N -1.939 -1.576 1.048
O 0.232 -1.017 0.594
H 0.516 1.278 -0.822
H -2.813 1.768 0.053
H -3.089 0.490 -0.950
H -1.585 -2.267 1.688
H -2.841 -1.169 1.255
H 2.181 -1.278 -1.033
H 2.669 1.624 0.337
H 0.843 -0.826 -2.102
H 2.308 0.157 -2.095
H 2.500 0.036 1.145
H 1.375 1.356 1.505
```

The calculation puts the molecular weight at 117.15 g/mol. The gap between HOMO and LUMO is 8.61 eV. The energy above the lowest of the compared OMol25 structures with the same formula, charge and spin is 3.345 eV. The strongest force on any atom comes out at 0.041 hartree/bohr. As for the charge: 0.

Entry 6:
# C4H11N3O

2 unconnected molecules or ions with the total composition C4H11N3O (the ωB97M-V functional and the def2-TZVPD basis, OMol25).

```
19
Properties=species:S:1:pos:R:3
O 0.570 0.930 1.908
C 0.435 -0.957 -0.107
N -0.686 -1.602 -0.433
C -1.833 -1.169 0.290
N -2.279 0.153 -0.213
C 0.893 0.303 -1.033
C 2.023 0.899 -0.323
N 0.391 0.623 -2.122
H 0.454 -0.516 0.923
H -1.573 -1.027 1.347
H -2.632 -1.893 0.191
H -2.468 0.786 0.545
H -1.687 0.578 -0.905
H 1.354 -1.545 -0.196
H 2.220 0.324 0.572
H 1.722 1.864 0.076
H 2.918 1.070 -0.890
H -0.257 -0.095 -2.433
H 0.433 1.274 2.802
```

The calculation puts the molecular weight at 117.15 g/mol. The gap between HOMO and LUMO is 5.06 eV. The energy above the lowest of the compared OMol25 structures with the same formula, charge and spin is 7.894 eV. The strongest force on any atom comes out at 0.027 hartree/bohr. As for the charge: 0.

Entry 7:
# C4H11N3O

2 unconnected molecules or ions with the total composition C4H11N3O (the ωB97M-V functional and the def2-TZVPD basis, OMol25).

```
19
Properties=species:S:1:pos:R:3
N -0.586 1.461 1.636
C 0.288 1.219 0.541
C 0.279 -0.282 0.196
N -1.568 0.510 -1.891
C -0.698 -0.386 -2.245
C 0.496 -0.675 -1.306
N 1.064 -1.883 -1.539
O 0.077 -0.713 2.808
H -0.483 0.754 2.428
H -1.506 1.723 1.294
H 1.290 1.540 0.820
H -0.146 1.780 -0.277
H 0.842 -0.927 0.865
H -0.714 -0.658 0.495
H 0.418 -0.632 3.708
H -0.523 -0.562 -3.316
H -1.870 -0.361 -1.285
H 1.290 0.028 -1.679
H 2.051 -1.936 -1.254
```

The calculation puts the molecular weight at 117.15 g/mol. The gap between HOMO and LUMO is 4.03 eV. The energy above the lowest of the compared OMol25 structures with the same formula, charge and spin is 11.285 eV. The strongest force on any atom comes out at 0.072 hartree/bohr. As for the charge: 0.

Entry 8:
# C4H11N3O

2 unconnected molecules or ions with the total composition C4H11N3O (the ωB97M-V functional and the def2-TZVPD basis, OMol25).

```
19
Properties=species:S:1:pos:R:3
H 0.756 2.308 -0.812
N 0.533 2.284 0.209
N 1.322 1.653 0.896
N 2.392 1.088 0.383
H 2.492 0.993 -0.629
H 2.875 0.424 0.965
C -0.166 -1.456 1.539
C -1.137 -0.975 0.469
C -0.442 -0.503 -0.787
C -1.339 0.239 -1.746
O 0.729 -0.696 -1.011
H 0.414 -0.617 1.914
H -0.705 -1.905 2.369
H 0.516 -2.193 1.122
H -1.807 -1.789 0.175
H -1.755 -0.161 0.850
H -0.863 0.334 -2.719
H -2.296 -0.264 -1.847
H -1.519 1.234 -1.341
```

The calculation puts the molecular weight at 117.15 g/mol. The gap between HOMO and LUMO is 10.45 eV. The energy above the lowest of the compared OMol25 structures with the same formula, charge and spin is 2.713 eV. The strongest force on any atom comes out at 0.032 hartree/bohr. As for the charge: 0.